(1)
Here is a single C4H7NO2 molecule from the OMol25 dataset. Energies are from ωB97M-V/def2-TZVPD.

## Properties
- orbital gap (spin up / spin down) (eV) = 8.410 / 7.661
- E_LUMO (spin up / spin down) (eV) = 0.59 / -0.11
- HOMO (spin up / spin down) (eV) = -7.816 / -7.769
- energy relative to the best compared isomer or geometry (same formula, charge and spin) (kcal per mole) = 138.69

ORCA input file:
```
! wB97M-V def2-TZVPD RIJCOSX def2/J DEFGRID3
* xyz 0 1
O 1.54632 1.01505 1.03773
N 1.22744 -0.12333 0.28732
C 0.14917 0.17517 -0.52440
C -0.33604 -1.19927 -0.81908
C -0.46137 -1.57621 0.61324
C -0.65646 1.25254 -0.58066
O -0.45795 2.47468 -0.03871
H 2.48117 0.90576 1.26158
H 0.46498 -1.79838 -1.27918
H -1.22058 -1.25591 -1.46424
H -0.88226 -0.86103 1.30909
H -0.64319 -2.62656 0.87748
H -1.58452 1.18784 -1.14091
H 0.37331 2.42967 0.46074
*
```

=====

(2)
Here is 10 unconnected molecules or ions with the total composition C69H152N9O12P from the OMol25 dataset. Energies are from ωB97M-V/def2-TZVPD.

## Properties
- orbital gap (eV) = 4.782
- E_LUMO (eV) = -2.87
- HOMO (eV) = -7.649

ORCA input file:
```
! wB97M-V def2-TZVPD RIJCOSX def2/J DEFGRID3
* xyz 2 1
C 1.68031 38.26388 3.72548
C 1.61052 37.03400 4.57078
C 1.13500 35.71611 3.90204
C 1.12169 34.47973 4.89483
P 0.52157 33.01416 3.96279
C -1.24560 33.36694 3.42038
C -2.18870 32.13430 3.39075
C -3.54920 32.49715 2.64502
C -4.44044 33.41528 3.50326
C 1.65487 32.58661 2.54697
C 1.21397 31.48290 1.55135
C 1.46216 30.00495 1.93259
C 0.94036 29.04285 0.86470
C 0.39610 31.63217 5.13959
C 1.81718 31.05927 5.47411
C 1.66219 29.59473 6.11353
C 3.04271 29.10323 6.52712
H 2.10292 39.09352 4.29223
H 0.70518 38.59008 3.36378
H 2.43318 38.26198 2.93725
H 0.97612 37.30290 5.41538
H 2.66229 36.95172 4.84480
H 1.85744 35.45391 3.12911
H 0.21255 35.78077 3.32498
H 0.38485 34.80463 5.62942
H 2.03594 34.17700 5.40532
H -1.17312 33.81460 2.42919
H -1.51480 34.17300 4.10294
H -2.39685 31.73247 4.38237
H -1.73234 31.32120 2.82621
H -4.15307 31.60537 2.47728
H -3.36373 32.89213 1.64617
H -4.46607 32.96313 4.49472
H -5.46122 33.32723 3.13133
H -4.08381 34.44526 3.51208
H 2.57072 32.39192 3.10501
H 1.85300 33.53100 2.04004
H 1.57965 31.83953 0.58843
H 0.14577 31.66640 1.43567
H 0.90030 29.83634 2.85127
H 2.50882 29.75164 2.10120
H -0.13756 28.91554 0.76475
H 1.30308 28.02505 1.00831
H 1.28163 29.29123 -0.14027
H -0.13749 30.83373 4.62397
H -0.19390 31.94788 6.00003
H 2.28211 31.71454 6.21068
H 2.43247 30.85169 4.59865
H 1.31504 28.93010 5.32244
H 1.06111 29.53614 7.02093
H 3.55194 29.81200 7.18013
H 3.64225 28.95781 5.62850
H 3.00433 28.13828 7.03261
C 4.42799 39.41124 -9.86858
C 4.04832 40.00863 -11.22254
C 3.60504 41.44386 -11.14850
C 4.61272 42.50350 -10.75664
N 3.94060 43.93829 -10.67141
C 4.81504 45.00088 -9.95442
C 3.88906 46.17545 -9.58250
C 2.56609 45.38574 -9.21150
C 2.71664 43.94749 -9.77528
C 3.62808 44.38850 -12.07698
H 3.57095 39.29422 -9.20534
H 5.28279 39.84164 -9.34688
H 4.68494 38.35216 -9.84831
H 3.18134 39.44347 -11.56465
H 4.80050 39.92610 -12.00710
H 2.77672 41.47778 -10.44082
H 3.16876 41.61847 -12.13200
H 5.52038 42.64964 -11.34222
H 5.07992 42.30221 -9.79263
H 5.64389 45.21414 -10.62942
H 5.14000 44.60676 -8.99152
H 3.91660 46.96975 -10.32844
H 4.37953 46.60415 -8.70857
H 1.69665 45.84581 -9.68106
H 2.41167 45.38307 -8.13250
H 1.82703 43.65539 -10.33327
H 2.96153 43.18101 -9.04000
H 4.38295 44.10606 -12.81082
H 3.54752 45.47503 -12.04412
H 2.61887 44.03699 -12.29151
C 12.30093 30.68814 -1.49445
C 10.82759 31.05937 -1.12602
C 10.20195 32.16276 -2.02737
C 10.95415 33.50196 -1.87007
N 10.37065 34.73310 -2.68949
C 11.31267 35.93650 -2.35830
C 10.38510 37.16858 -2.20034
C 8.95563 36.62099 -2.45439
C 9.01414 35.11847 -2.07234
C 10.32955 34.45380 -4.23057
C 11.69564 33.88164 -4.89182
C 11.57435 33.65640 -6.40055
H 12.26385 30.19729 -2.46698
H 12.85050 30.02725 -0.82418
H 12.94171 31.56774 -1.55617
H 10.73385 31.32845 -0.07393
H 10.14370 30.21155 -1.16590
H 9.14928 32.38550 -1.85305
H 10.15697 31.89975 -3.08420
H 11.96003 33.41613 -2.28107
H 11.00672 33.80030 -0.82301
H 12.14781 36.11499 -3.03563
H 11.67198 35.67158 -1.36392
H 10.66198 37.85184 -3.00320
H 10.48909 37.73301 -1.27367
H 8.52576 36.85784 -3.42763
H 8.18773 37.13128 -1.87299
H 8.15791 34.57856 -2.47663
H 9.13856 34.97563 -0.99893
H 10.14782 35.43353 -4.67237
H 9.49005 33.76907 -4.35091
H 11.98219 32.93723 -4.42915
H 12.60515 34.41204 -4.60972
H 12.26549 32.87707 -6.72160
H 11.91397 34.55902 -6.90853
H 10.56777 33.32598 -6.65693
C 17.19398 32.09354 5.50159
C 16.31973 33.26986 5.69924
C 17.04386 34.68801 5.73526
C 16.00465 35.85637 5.69972
N 16.65547 37.28228 6.00621
C 15.46569 38.26623 6.18755
C 15.25489 38.90475 4.80530
C 16.58803 38.87362 4.07481
C 17.45927 37.88154 4.83374
C 17.55918 37.21635 7.26099
C 16.89211 36.60278 8.54091
C 17.74861 36.62910 9.84748
H 17.92247 32.11091 4.69097
H 16.60437 31.18015 5.42301
H 17.72862 31.87184 6.42523
H 15.84886 33.12050 6.67087
H 15.47888 33.18112 5.01136
H 17.95794 34.86341 5.16798
H 17.61657 34.80192 6.65564
H 15.23817 35.66551 6.45084
H 15.58272 36.04501 4.71255
H 15.82242 38.94812 6.95948
H 14.55033 37.82307 6.57973
H 14.88364 39.92473 4.90478
H 14.48870 38.38663 4.22856
H 17.03848 39.86339 4.14933
H 16.42663 38.70214 3.01055
H 18.18981 38.57879 5.24393
H 17.93307 37.03052 4.34446
H 17.78943 38.26404 7.45446
H 18.51918 36.76264 7.01473
H 16.43982 35.63020 8.34696
H 15.94352 37.06898 8.80722
H 18.78313 36.36578 9.62718
H 17.33716 35.99132 10.62981
H 17.71618 37.61582 10.30947
C 8.08310 48.32580 1.52438
C 7.29495 48.70893 0.27617
C 7.54272 50.10074 -0.21392
C 6.87639 51.09843 0.74229
N 7.04965 52.61762 0.25854
C 6.20584 53.57423 1.18917
C 5.01889 54.07593 0.29328
C 5.51571 54.02951 -1.14075
C 6.37175 52.72742 -1.13156
C 8.59354 53.04901 0.21275
C 9.32017 52.71818 1.52664
C 10.79136 53.10821 1.49754
H 8.08881 48.97898 2.39697
H 9.14988 48.27483 1.30644
H 7.76002 47.33878 1.85532
H 6.23907 48.53393 0.48252
H 7.39552 47.89494 -0.44175
H 7.18403 50.16257 -1.24135
H 8.62782 50.20121 -0.19014
H 7.25595 51.04800 1.76282
H 5.80727 50.88753 0.76675
H 6.71102 54.47433 1.53946
H 5.97600 53.02272 2.10082
H 4.76414 55.03302 0.74847
H 4.08314 53.51728 0.27356
H 6.21244 54.84749 -1.32401
H 4.72801 54.00509 -1.89377
H 7.14977 52.60305 -1.88476
H 5.66585 51.89742 -1.16190
H 8.55049 54.12781 0.06298
H 8.99381 52.54712 -0.66816
H 9.23879 51.71290 1.94003
H 8.91505 53.23929 2.39406
H 11.06304 54.11775 1.18911
H 11.38466 52.53341 0.78642
H 11.18755 53.05002 2.51132
C 18.96445 40.75115 -13.04395
C 20.21306 40.57132 -12.11972
C 19.87656 40.19979 -10.63709
C 20.92081 39.35491 -9.91051
N 20.37525 38.49173 -8.75408
C 21.44364 37.49895 -8.26577
C 21.53258 36.39665 -9.40433
C 20.06173 36.33090 -9.89174
C 19.30748 37.48165 -9.28615
C 19.73619 39.37583 -7.60224
C 20.68317 40.18733 -6.79105
C 20.09345 40.65594 -5.38060
H 19.25634 40.71937 -14.09366
H 18.35570 41.61783 -12.78628
H 18.39698 39.82218 -12.98843
H 21.01528 41.29430 -12.26761
H 20.70753 39.71688 -12.58180
H 18.90295 39.71030 -10.61359
H 19.44151 41.08276 -10.16891
H 21.67328 40.00810 -9.46867
H 21.49201 38.66892 -10.53602
H 20.96616 37.12378 -7.36060
H 22.31851 38.03345 -7.89561
H 22.01482 35.59941 -8.83867
H 22.23814 36.68532 -10.18341
H 19.63245 35.38858 -9.55136
H 19.90763 36.46340 -10.96263
H 18.79315 37.12216 -8.39489
H 18.52238 37.97169 -9.86197
H 18.94424 38.94759 -6.98780
H 19.19107 40.10398 -8.20285
H 21.00762 41.00106 -7.43965
H 21.60592 39.65975 -6.54961
H 20.30885 39.83799 -4.69309
H 19.03981 40.90495 -5.50682
H 20.55581 41.60878 -5.12291
N 1.08868 39.42592 -3.12985
O 0.83536 38.45723 -2.36527
O 1.66524 39.20216 -4.16283
O 0.80195 40.57387 -2.73599
N 12.64399 41.30270 -8.88866
O 13.29096 41.99196 -9.68506
O 11.49263 41.64055 -8.62019
O 13.18044 40.29164 -8.49666
N 8.14092 34.93038 6.00257
O 8.06588 35.15119 7.19466
O 7.85501 33.86179 5.54935
O 8.63946 35.79667 5.29907
N 18.10097 33.90466 -1.78836
O 17.77680 32.95898 -2.46280
O 19.29428 34.19093 -1.56209
O 17.22804 34.68516 -1.34101
*
```

=====

Number 1: electronic energy -9841.2657 eV. Number 2: electronic energy -121248.5589 eV.